A structure of composition C17H16NPbS5Sb. Source: OMol25; level of theory: ωB97M-V/def2-TZVPD.

Structure (XYZ):
```
41
Properties=species:S:1:pos:R:3:forces:R:3:mulliken_charge:R:1
Pb 0.1460 -1.6163 0.6994 0.577 0.187 0.373 1.06
C 4.0283 0.2446 -0.2836 0.007 -0.011 -0.024 -1.26
C 3.3147 0.5362 1.0081 0.020 -0.006 0.015 0.84
C 2.5527 1.6944 1.1491 0.011 0.004 0.015 -0.33
C 1.8374 1.9323 2.3130 0.009 0.033 -0.018 -0.46
C 1.8615 1.0092 3.3502 0.024 -0.048 0.055 -0.33
C 2.6213 -0.1451 3.2258 -0.027 0.063 -0.073 -0.44
C 3.3475 -0.3711 2.0631 0.032 0.129 -0.019 -0.63
H 3.3687 -0.2981 -0.9659 -0.013 0.003 -0.007 0.12
H 4.9177 -0.3644 -0.1144 -0.004 -0.012 0.002 0.37
H 4.3304 1.1660 -0.7856 0.003 0.003 0.004 0.38
H 2.5070 2.4031 0.3289 -0.008 -0.002 -0.006 0.26
H 1.2431 2.8349 2.4026 -0.017 -0.005 0.000 0.40
H 1.2687 1.1674 4.2422 -0.003 0.009 0.003 0.39
H 2.5998 -0.9010 3.9972 -0.004 -0.016 0.019 0.35
H 3.9178 -1.2868 1.9600 -0.061 -0.045 0.012 0.30
S -0.5927 -3.2538 5.9090 0.261 0.092 0.036 -0.84
Sb -0.5652 -3.9523 3.7076 -0.743 0.041 0.074 0.39
S -2.0018 -3.0207 0.7358 -0.351 0.109 -0.135 -0.45
S -1.9709 -2.0224 2.5926 -0.293 -0.514 0.177 -0.48
S 1.3861 -3.2501 2.5801 0.726 -0.196 -0.001 -0.79
C -1.7704 1.4011 1.1786 0.015 -0.031 0.026 -1.21
C -2.0624 1.0603 -0.2530 0.020 -0.122 -0.097 0.82
C -3.1746 1.6491 -0.9014 -0.069 -0.037 -0.060 -0.71
C -3.4466 1.3052 -2.1892 0.017 0.006 0.071 -0.82
C -2.5953 0.4132 -2.8789 -0.009 0.010 -0.006 1.19
C -2.8301 0.0667 -4.2278 0.019 -0.044 -0.051 -0.82
C -1.9453 -0.7653 -4.8583 -0.102 0.060 -0.007 -0.46
C -0.8177 -1.2520 -4.1861 0.061 -0.028 0.066 -0.50
C -0.5340 -0.9505 -2.8597 0.030 -0.036 -0.105 0.28
S 0.9325 -1.5378 -2.1382 0.065 -0.094 -0.103 -0.54
C -1.4802 -0.1072 -2.1745 -0.157 0.058 0.019 -0.51
N -1.2798 0.2023 -0.8628 -0.007 0.408 -0.251 0.12
H -2.2922 2.3117 1.4771 -0.013 0.000 0.005 0.46
H -0.7004 1.5366 1.3278 0.019 -0.011 0.002 -0.01
H -2.0875 0.5831 1.8309 0.000 0.009 0.012 0.16
H -3.7986 2.3436 -0.3533 -0.023 0.010 -0.018 0.36
H -4.3069 1.7133 -2.7097 -0.003 0.017 0.001 0.34
H -3.7048 0.4620 -4.7316 -0.002 0.004 -0.017 0.29
H -2.1057 -1.0526 -5.8921 -0.011 0.012 -0.005 0.33
H -0.1182 -1.8886 -4.7129 0.005 -0.010 0.015 0.39
```
Forces are in eV/Å.

The value obtained for the HOMO-LUMO gap is 5.33 eV. The calculation puts the HOMO energy at -0.031 hartree. The calculation puts the total energy at -85345.5101 eV. Its spin multiplicity is 1. As for the charge: -2.

The molecule C3H3NO4 in a non-equilibrium geometry. Source: OMol25; level of theory: ωB97M-V/def2-TZVPD.

Structure (XYZ):
```
11
Properties=species:S:1:pos:R:3:forces:R:3:mulliken_charge:R:1
C -0.7224 -0.0400 -1.0905 2.129 0.325 -0.193 -0.20
C -0.0524 -1.0855 -0.1664 -1.898 -1.623 -0.989 0.52
C 0.8774 -0.7030 1.0279 -1.323 0.731 -2.974 0.55
H -0.2452 3.0618 -0.9826 -1.245 -3.173 -1.903 0.37
H -1.3810 -0.3352 -1.9758 0.623 0.541 1.591 0.35
H 0.7165 -0.7862 2.8171 -2.862 0.483 -1.206 0.40
N -0.1472 1.0813 -0.8313 -1.750 1.397 -0.490 -0.11
O -0.6549 2.2362 -1.5310 1.784 0.930 2.282 -0.44
O -0.4166 -2.2505 -0.2340 0.810 1.274 -0.052 -0.51
O -0.0326 -0.7108 2.0651 5.605 -0.287 2.250 -0.43
O 2.0584 -0.4682 0.9015 -1.873 -0.598 1.685 -0.49
```
Forces are in eV/Å.

The value obtained for the HOMO-LUMO gap is 9.97 eV. The calculation puts the HOMO energy at -0.371 hartree. The calculation puts the total energy at -12836.2910 eV. Its spin multiplicity is 1.

A cluster of 2 separate species, C6H7N2O2 in total in a non-equilibrium geometry. Source: OMol25; level of theory: ωB97M-V/def2-TZVPD.

Structure (XYZ):
```
17
Properties=species:S:1:pos:R:3:forces:R:3:mulliken_charge:R:1
C 1.5171 1.1737 -2.1465 0.627 -1.380 2.607 -0.52
C 0.6928 0.2437 -1.4757 -0.108 0.808 1.000 -0.20
C 2.3511 1.9507 -1.3563 -1.782 0.150 0.502 -0.20
C 1.4405 1.1786 0.6607 -0.722 -0.465 2.667 -0.03
C 0.7365 0.3487 -0.1318 -1.063 0.100 0.224 0.38
C -1.2590 -0.1979 1.4250 1.508 0.721 -2.268 0.05
N 2.2394 1.9402 -0.0342 1.286 1.087 -0.156 -0.39
N -2.2505 -1.1595 2.0418 1.834 -2.895 -2.387 -0.22
O -1.8750 1.0502 1.4550 -2.587 1.000 -3.015 -0.27
O -0.9960 0.6710 2.4282 2.844 -0.496 3.635 -0.28
H 1.7666 1.0626 -3.1269 -0.162 0.006 -2.937 0.46
H -0.0336 -0.4220 -1.8329 -0.572 -0.810 -1.340 0.46
H 2.9029 2.7583 -1.7981 0.672 -0.013 -0.032 0.39
H 1.3418 1.2452 1.7813 0.337 0.032 -1.441 0.36
H -2.6001 -1.9703 1.4467 0.542 1.446 0.858 0.36
H -2.9395 -0.5815 2.3718 -2.878 1.690 1.096 0.31
H -1.7228 -1.4873 2.8208 0.224 -0.981 0.987 0.34
```
Forces are in eV/Å.

The value obtained for the HOMO-LUMO gap (alpha / beta) is 7.84 / 7.83 eV. The calculation puts the HOMO energy (alpha / beta) at -0.495 / -0.495 hartree. The calculation puts the total energy at -13394.7664 eV. Its spin multiplicity is 1. As for the charge: +1.

A cluster of 2 separate species, C4H12S in total in a non-equilibrium geometry. Source: OMol25; level of theory: ωB97M-V/def2-TZVPD.

Structure (XYZ):
```
17
Properties=species:S:1:pos:R:3:forces:R:3:mulliken_charge:R:1
C 0.0810 -2.1219 0.5005 0.673 -0.440 0.194 -0.29
C 0.3335 -1.5014 1.8662 2.075 2.294 0.179 -0.88
S -1.1812 -3.4132 0.4830 0.569 -0.732 -0.777 -0.24
H -0.0388 -1.4407 -0.3307 -0.788 0.650 0.233 0.21
H 1.0613 -2.5353 0.2112 -0.521 -0.605 0.180 0.28
H -0.3418 -1.3504 2.7048 -0.875 -0.833 -0.503 0.38
H -1.9667 -2.9029 1.3955 -0.462 0.485 0.568 0.09
H 0.6295 -0.4381 1.6824 -0.121 -0.526 -0.057 0.18
H 1.2707 -1.8922 2.2981 -0.549 -0.266 -0.029 0.26
C -0.3586 2.1959 -2.0110 0.068 -0.309 -0.339 -0.85
C 0.3428 2.1815 -0.6745 1.825 1.252 -0.432 -0.80
H 0.3189 2.2374 -2.8733 0.124 0.136 0.349 0.28
H -0.8644 1.2375 -2.1106 -0.552 0.166 -0.209 0.25
H -1.0293 3.0506 -2.0993 -0.269 -0.270 -0.016 0.28
H 0.8924 3.1299 -0.5112 -0.389 -0.162 -0.079 0.35
H 1.1776 1.4672 -0.6925 -0.581 -0.328 0.403 0.23
H -0.3269 2.0962 0.1615 -0.225 -0.511 0.336 0.26
```
Forces are in eV/Å.

The value obtained for the HOMO-LUMO gap is 9.94 eV. The calculation puts the HOMO energy at -0.330 hartree. The calculation puts the total energy at -15177.0490 eV. Its spin multiplicity is 1.

The molecule C4H10N2O2 in a non-equilibrium geometry. Source: OMol25; level of theory: ωB97M-V/def2-TZVPD.

Structure (XYZ):
```
18
Properties=species:S:1:pos:R:3:forces:R:3:mulliken_charge:R:1
C -0.7180 0.5440 0.4082 -2.425 0.662 0.760 -0.71
C -0.8570 -0.9855 0.7067 0.452 0.564 -1.112 -0.63
C -2.1478 -1.5853 0.1683 -0.476 -1.096 0.100 -0.62
N -1.9933 -1.9164 -1.2646 0.088 0.220 0.179 -0.55
N 0.3297 0.9191 -0.5263 -0.188 -0.160 1.832 -0.24
C 1.6109 1.0360 -0.0615 1.068 0.143 -0.271 0.58
O 1.7456 1.4900 1.2367 -1.433 -0.079 -0.491 -0.47
O 2.6089 0.8365 -0.7079 -0.069 0.051 -0.542 -0.59
H -0.7392 1.0029 1.4069 1.212 0.425 -0.507 0.35
H -1.6531 1.0604 0.0181 0.648 -1.300 0.025 0.38
H -0.6267 -1.2038 1.7559 -0.410 0.131 -0.134 0.46
H -0.0676 -1.4746 0.1109 -0.166 0.013 0.365 0.33
H -2.4265 -2.4779 0.7588 0.369 0.091 -0.369 0.34
H -3.0460 -0.9795 0.2578 0.188 0.633 0.354 0.34
H -2.6018 -1.3423 -1.8264 -0.088 -0.052 -0.121 0.23
H -2.2026 -2.8808 -1.4683 -0.014 -0.073 0.020 0.19
H 0.1637 0.4381 -1.3979 0.809 0.031 -0.144 0.29
H 2.4997 2.0835 1.2149 0.435 -0.204 0.057 0.32
```
Forces are in eV/Å.

The value obtained for the HOMO-LUMO gap is 10.46 eV. The calculation puts the HOMO energy at -0.353 hartree. The calculation puts the total energy at -11385.3452 eV. Its spin multiplicity is 1.

A structure of composition C21H58F3K2N8O7P2S in a non-equilibrium geometry. Source: OMol25; level of theory: ωB97M-V/def2-TZVPD.

Structure (XYZ):
```
102
Properties=species:S:1:pos:R:3:forces:R:3:mulliken_charge:R:1
K -3.5084 -6.2454 -1.6061 0.210 0.338 -0.048 0.99
K 3.8271 -7.5961 -1.9385 0.145 0.500 0.148 0.94
C 1.5543 -1.6440 -0.9841 0.928 0.055 -0.494 0.57
F 1.8797 -0.4572 -1.6083 -0.635 -1.577 1.159 -0.22
F 2.6315 -1.9727 -0.1673 -1.596 0.378 -1.130 -0.25
F 0.4719 -1.4894 -0.2039 0.839 0.249 -0.460 -0.22
S 1.2034 -3.0040 -2.3450 -2.532 -0.030 -0.862 1.13
O -0.0508 -3.7053 -1.9258 1.196 1.262 -0.088 -0.74
O 1.0724 -2.2511 -3.5992 0.344 -0.683 1.786 -0.63
O 2.3147 -3.9121 -2.2557 1.368 -0.408 0.150 -0.64
O -3.3698 6.5339 -0.8513 -1.143 -0.286 0.621 -0.81
P -2.4826 5.8870 -1.7963 4.986 -0.648 -3.114 0.56
N -1.1698 5.0436 -1.1044 0.478 -1.159 1.227 0.20
C -0.1054 4.3475 -1.8915 -0.500 0.808 0.035 -1.21
C -1.4279 4.2994 0.1804 -0.086 1.883 -0.442 -1.04
N -1.4859 7.0451 -2.7812 -1.498 -2.510 0.304 0.23
C -0.4602 7.8960 -2.1628 -1.162 -0.464 0.468 -1.10
C -1.9357 7.4320 -4.1306 0.582 -0.556 1.184 -1.07
N -3.0833 4.5925 -2.7849 -0.231 2.634 -1.919 0.23
C -2.4359 3.9365 -3.9473 0.490 1.427 1.027 -0.94
C -4.2147 3.9217 -2.2547 -0.208 -0.614 0.509 -0.93
H -0.1055 4.6666 -2.9337 0.112 0.251 0.200 0.41
H -0.1442 3.2584 -1.9113 -0.660 -0.193 0.198 0.40
H 0.8653 4.5531 -1.4404 0.090 0.339 -0.023 0.32
H -1.7787 5.0628 0.8748 0.011 -0.160 0.281 0.33
H -0.4846 3.9045 0.5577 -0.116 -0.124 -0.096 0.38
H -2.2150 3.5458 0.1548 0.192 -0.342 -0.349 0.27
H 0.3480 8.1356 -2.8539 -0.232 0.148 -0.222 0.34
H -1.0113 8.7604 -1.7923 0.605 0.625 -0.074 0.33
H 0.0028 7.4315 -1.2922 -0.176 -0.295 -0.077 0.33
H -2.8466 6.8594 -4.3054 -0.116 0.424 -0.435 0.36
H -2.0552 8.5115 -4.2223 -0.461 0.057 0.057 0.34
H -1.1686 7.1457 -4.8502 0.011 -0.098 -0.302 0.29
H -3.0794 3.5447 -4.7350 -0.697 -0.054 0.531 0.36
H -1.8958 4.7326 -4.4597 0.651 -0.368 0.049 0.23
H -1.7984 3.1505 -3.5423 0.245 -0.123 -0.596 0.33
H -5.0196 4.6140 -2.0076 0.028 -0.198 0.377 0.27
H -3.7892 3.3841 -1.4073 -1.126 -0.445 0.592 0.26
H -4.5896 3.1952 -2.9756 -0.058 0.027 -0.011 0.33
O -6.7998 2.3558 4.4052 -0.877 -1.896 0.136 -0.85
P -6.8484 0.9078 4.8036 1.893 0.276 0.056 0.59
N -6.7543 0.5889 6.4796 -0.366 0.405 0.536 0.06
C -5.7226 1.3710 7.2864 -1.983 -1.211 -1.318 -1.07
C -8.0542 0.5119 7.2075 -0.179 -0.278 -1.195 -1.04
N -5.4553 0.1216 4.1522 -0.021 0.764 3.157 0.18
C -4.8029 -0.9760 4.8683 -0.793 0.659 0.159 -1.06
C -5.2139 0.0970 2.7506 -1.028 0.150 0.039 -0.98
N -8.1425 -0.0160 4.2725 0.844 0.463 1.330 0.36
C -8.3526 -1.4218 4.5431 0.446 0.369 -0.428 -1.29
C -8.9475 0.4985 3.2351 -0.465 1.801 -0.416 -1.01
H -6.2827 2.2034 7.7123 0.671 0.620 -0.318 0.38
H -4.9635 1.5709 6.5301 0.439 0.565 0.848 0.38
H -5.4464 0.7433 8.1336 0.550 -0.083 -0.259 0.31
H -8.7369 1.3282 6.9715 0.100 0.351 -0.135 0.36
H -7.9883 0.5097 8.2955 0.635 -0.269 -0.120 0.38
H -8.5555 -0.3882 6.8518 -0.129 -0.051 0.462 0.28
H -5.1072 -1.9327 4.4437 0.275 -0.384 -0.159 0.35
H -3.7217 -0.8380 4.8546 0.099 -0.231 -0.129 0.34
H -5.1482 -0.9632 5.9021 0.186 -0.075 -0.059 0.37
H -6.0121 -0.5586 2.4026 0.381 -0.582 -1.225 0.27
H -5.3843 1.0687 2.2870 0.318 0.078 0.057 0.28
H -4.1988 -0.2753 2.6127 -0.176 0.013 -0.544 0.33
H -7.6702 -1.8143 5.2970 -0.172 0.114 0.095 0.38
H -9.4014 -1.5249 4.8213 0.019 -0.456 0.216 0.40
H -8.1705 -1.9521 3.6083 -0.101 -0.477 -0.042 0.35
H -8.5020 0.4085 2.2444 -0.257 -0.627 -0.335 0.28
H -8.9759 1.5780 3.3833 -0.322 0.149 -0.110 0.33
H -9.9698 0.1286 3.3131 0.013 -0.161 -0.296 0.34
C 9.0581 -7.9446 1.2254 -0.035 0.429 0.935 -1.65
C 7.7446 -7.1261 1.2148 1.814 -0.946 0.212 0.65
C 7.9986 -5.6886 0.7015 0.642 -0.428 0.054 -0.66
O 8.1006 -4.6900 1.6831 1.663 -0.704 -1.829 -0.37
C 6.9396 -4.1646 2.2292 1.149 0.042 0.584 -0.69
N 6.8892 -7.9333 0.3735 -2.644 -0.402 -1.339 -0.68
H 9.3196 -8.1753 0.1927 0.470 0.332 0.023 0.45
H 8.9113 -8.9073 1.7149 -0.177 -0.048 0.090 0.44
H 9.8419 -7.4418 1.7920 0.274 0.048 -0.352 0.37
H 7.3976 -7.0377 2.2443 -0.540 -0.266 -0.132 0.19
H 7.2865 -5.4460 -0.0873 -0.220 0.228 -0.093 0.30
H 9.0139 -5.7118 0.3057 -0.136 0.121 -0.544 0.32
H 6.8453 -4.8721 3.0529 -1.865 0.578 0.419 0.31
H 6.1721 -4.0038 1.4721 -0.470 -0.353 0.345 0.30
H 7.3157 -3.2006 2.5718 -0.743 0.129 0.450 0.22
H 7.3209 -8.2656 -0.4770 0.841 1.086 -0.512 0.27
H 6.7063 -8.8767 0.6844 -0.220 0.115 1.471 0.27
C 6.5858 -0.5774 -6.5755 1.560 0.367 1.433 -1.34
C 6.0541 -1.4031 -5.3850 -0.893 -1.018 -1.582 0.38
C 5.8076 -0.6378 -4.0947 -0.376 0.514 -1.158 -0.55
O 6.9839 0.0184 -3.6403 -1.815 1.373 0.646 -0.40
C 7.7267 -0.8164 -2.8531 2.286 -2.202 -0.520 -0.76
N 4.8374 -2.0678 -5.9353 -0.206 0.647 0.950 -0.77
H 6.8446 -1.1078 -7.4919 -0.260 -0.427 0.323 0.38
H 7.5069 -0.1630 -6.1657 0.363 0.276 -0.422 0.34
H 6.0086 0.3030 -6.8582 -0.556 -0.188 0.285 0.35
H 6.6843 -2.2378 -5.0782 0.671 0.075 -0.598 0.22
H 5.3860 -1.3392 -3.3747 0.169 -0.002 0.391 0.34
H 5.0216 0.0842 -4.3163 0.133 0.491 0.286 0.36
H 8.1268 -1.5169 -3.5861 0.500 -0.868 0.313 0.30
H 7.2782 -1.4365 -2.0770 -0.968 0.374 0.093 0.26
H 8.6346 -0.4295 -2.3903 -0.331 1.048 -0.165 0.33
H 4.2785 -1.2994 -6.2777 -0.205 0.230 -0.698 0.33
H 4.2431 -2.3320 -5.1626 -0.150 -0.721 0.479 0.23
```
Forces are in eV/Å.

The value obtained for the HOMO-LUMO gap is 4.51 eV. The calculation puts the HOMO energy at -0.321 hartree. The calculation puts the total energy at -119178.4753 eV. Its spin multiplicity is 1. As for the charge: +1.

The highest total energy belongs to which entry?
C4H10N2O2